No. 1
{"formula": "C22H35Cl2HgN4O3Se", "method": "the ωB97M-V functional and the def2-TZVPD basis", "max_force_ev_per_a": 3.98, "orbital_gap_ha": [0.1201, 0.0919], "charge": -1, "energy_ev": -130048.734, "relative_energy_kj_mol": 271.1, "e_lumo_ha": [0.069, 0.070], "elements": ["O", "C", "C", "C", "H", "C", "H", "C", "H", "C", "H", "C", "H", "H", "C", "C", "H", "H", "H", "C", "C", "H", "H", "H", "H", "Hg", "Cl", "Cl", "C", "O", "N", "C", "C", "H", "H", "H", "H", "H", "H", "H", "H", "H", "C", "C", "N", "H", "C", "O", "H", "H", "H", "H", "C", "N", "C", "C", "N", "C", "C", "Se", "H", "H", "H", "H", "H", "H", "H", "H"], "coordinates": [[0.9366, 1.9987, -1.8213], [0.2827, 2.0380, -2.8648], [0.8492, 2.7252, -4.0514], [1.6751, 3.8419, -3.8290], [1.6899, 4.2961, -2.8035], [2.4241, 4.4076, -4.8607], [2.9445, 5.3325, -4.6932], [2.5019, 3.7894, -6.1314], [3.0985, 4.2186, -6.9261], [1.7566, 2.6500, -6.3372], [1.7442, 2.2038, -7.3532], [1.0228, 2.0737, -5.3016], [0.5453, 1.0912, -5.4677], [-0.3591, 0.7342, -3.6849], [-2.1877, 2.0208, -3.8394], [-1.0167, 1.2783, -3.1110], [-3.1131, 1.4610, -3.6064], [-2.0598, 2.1077, -4.9396], [-2.3890, 3.0417, -3.4842], [-1.3775, 0.2237, -2.1945], [-2.6700, -0.1369, -1.5772], [-0.5736, -0.4994, -2.0125], [-3.6067, 0.0647, -2.1600], [-2.7993, 0.2965, -0.5644], [-2.5714, -1.2319, -1.4277], [1.4542, 0.8641, 0.3671], [-0.4264, 2.7693, 0.8074], [1.9381, -0.8965, -1.7550], [-1.9138, 0.3300, 2.5791], [-1.0479, -0.5054, 2.3089], [-2.7809, 0.2493, 3.6364], [-2.6485, -0.8309, 4.6172], [-3.6100, 1.3967, 4.0443], [-2.1547, 1.2088, 1.9276], [-2.2372, -1.7241, 4.1199], [-3.6547, -1.0421, 5.0223], [-1.9961, -0.5332, 5.4667], [-3.6594, 2.0864, 3.1928], [-3.1699, 1.9077, 4.9243], [-4.6115, 1.0206, 4.3059], [0.4875, -6.1816, 0.5722], [2.5692, -5.1736, -0.7823], [-0.1381, -5.6170, -0.1437], [1.7995, -4.6937, -1.4179], [0.5779, -4.4475, -0.6419], [-1.0576, -5.2748, 0.3461], [0.1415, -3.2087, -0.3002], [-0.9494, -2.9603, 0.2247], [2.1679, -3.7318, -1.8035], [0.8318, -2.4024, -0.6809], [-0.3759, -6.2857, -0.9854], [1.5565, -5.3774, -2.2523], [2.1725, 2.3193, 3.1474], [1.8763, 1.0120, 3.6418], [1.1000, 0.7488, 4.7468], [0.8904, -0.5791, 4.8082], [1.5436, -1.1423, 3.7183], [1.3305, -2.4890, 3.2621], [2.2429, -0.1712, 3.0571], [3.2964, -0.4472, 1.5438], [2.9872, 2.2747, 2.4260], [2.4539, 2.9479, 3.9954], [1.3244, 2.7963, 2.6393], [0.7422, 1.5069, 5.3931], [0.3526, -1.2042, 5.4989], [1.2360, -3.1289, 4.1471], [0.4225, -2.6121, 2.6512], [2.1888, -2.8051, 2.6668]]}



No. 2
{"formula": "C22H35ClIN4OPdSSbSi3", "method": "the ωB97M-V functional and the def2-TZVPD basis", "max_force_ev_per_a": 0.55, "orbital_gap_ha": 0.1943, "charge": -2, "energy_ev": -96503.709, "relative_energy_kj_mol": 14.3, "e_lumo_ha": 0.146, "elements": ["Pd", "Cl", "C", "C", "C", "I", "C", "O", "C", "N", "C", "C", "C", "C", "H", "H", "H", "H", "C", "Si", "C", "C", "Sb", "Si", "C", "C", "C", "Si", "C", "C", "C", "H", "H", "H", "H", "H", "H", "H", "H", "H", "H", "H", "H", "H", "H", "H", "H", "H", "H", "H", "H", "H", "H", "H", "H", "H", "H", "H", "S", "C", "N", "N", "C", "C", "C", "N", "H", "H", "H", "H"], "coordinates": [[-0.2225, -0.8964, -0.5195], [2.9495, -2.1566, 5.8020], [2.6870, -2.0113, 4.0655], [3.7692, -1.9138, 3.2350], [3.5976, -1.7792, 1.8602], [5.2789, -1.7026, 0.6317], [2.3330, -1.7438, 1.2066], [2.1868, -1.6794, -0.0271], [1.1882, -1.8246, 2.1472], [-0.0606, -1.7622, 1.6109], [-1.1146, -1.8614, 2.3818], [-1.0213, -2.0521, 3.7707], [0.2125, -2.0990, 4.3464], [1.3710, -1.9762, 3.5436], [4.7668, -1.9495, 3.6531], [-2.0795, -1.8097, 1.8923], [-1.9240, -2.1640, 4.3570], [0.3258, -2.2401, 5.4130], [0.6160, 4.8267, -1.1830], [0.7894, 3.6106, 0.2560], [2.6509, 3.3766, 0.4795], [0.2403, 4.6192, 1.7644], [-0.3690, 1.3710, 0.6141], [-2.6987, 1.9696, -0.2736], [-3.8822, 1.3292, 1.0510], [-3.4243, 1.3629, -1.9057], [-3.0188, 3.8414, -0.3526], [0.4764, 0.1145, -2.4344], [2.3282, 0.4647, -2.3071], [0.3224, -1.1198, -3.8619], [-0.0888, 1.7777, -3.1462], [1.1592, 5.7404, -0.9164], [-0.4240, 5.0929, -1.3747], [1.0382, 4.4370, -2.1112], [3.1142, 4.3000, 0.8452], [3.1329, 3.0990, -0.4612], [2.8606, 2.5807, 1.1984], [0.7887, 5.5671, 1.8203], [0.4187, 4.0546, 2.6825], [-0.8288, 4.8421, 1.7247], [-3.8702, 0.2345, 1.0540], [-4.9103, 1.6547, 0.8539], [-3.5831, 1.6729, 2.0435], [-2.9655, 0.4426, -2.2648], [-3.3330, 2.1259, -2.6822], [-4.4864, 1.1580, -1.7389], [-2.7148, 4.3552, 0.5624], [-4.0880, 4.0265, -0.5106], [-2.4742, 4.2862, -1.1880], [2.8848, -0.3840, -1.9075], [2.4909, 1.3088, -1.6319], [2.7256, 0.7254, -3.2977], [0.9014, -2.0211, -3.6379], [0.7366, -0.6662, -4.7701], [-0.7111, -1.4166, -4.0594], [0.2663, 2.5699, -2.4898], [-1.1646, 1.9011, -3.2666], [0.3785, 1.9074, -4.1318], [-2.3038, -2.1485, -1.5071], [-2.7704, -3.2602, -0.3273], [-3.1193, -4.0305, 0.4702], [0.0573, -4.5307, -1.6224], [0.1172, -5.8772, -1.6118], [0.4805, -6.2372, -0.3344], [0.5914, -5.0082, 0.3530], [0.3340, -3.9840, -0.4399], [-0.2891, -3.9165, -2.3435], [-0.0972, -6.4611, -2.4914], [0.6145, -7.2323, 0.0550], [0.8564, -4.8313, 1.3844]]}



No. 3
{"formula": "C22H35ClO2P2Pt", "method": "the ωB97M-V functional and the def2-TZVPD basis", "max_force_ev_per_a": 2.90, "orbital_gap_ha": [0.1957, 0.2401], "multiplicity": 3, "s2": 2.0163, "energy_ev": -61815.567, "relative_energy_kj_mol": 383.4, "e_lumo_ha": [-0.009, -0.009], "elements": ["P", "P", "C", "C", "H", "H", "H", "H", "C", "H", "H", "H", "C", "H", "H", "H", "C", "H", "H", "H", "C", "H", "H", "H", "Pt", "C", "C", "C", "C", "C", "C", "C", "C", "C", "H", "H", "H", "H", "H", "H", "H", "H", "H", "H", "H", "H", "H", "H", "H", "Cl", "C", "C", "C", "C", "C", "C", "C", "O", "O", "H", "H", "H", "H"], "coordinates": [[-0.0404, -2.2806, -2.7754], [0.0544, 1.5395, -2.9261], [-0.4150, -1.0465, -4.0648], [0.4238, 0.2520, -4.1662], [-1.4963, -0.8190, -4.0072], [-0.2721, -1.5710, -5.0315], [1.5133, 0.0669, -4.1171], [0.1998, 0.7434, -5.1291], [-1.4041, 2.3930, -3.6599], [-1.7548, 3.1524, -2.9406], [-2.2020, 1.6571, -3.8635], [-1.0916, 2.8800, -4.6014], [1.3951, 2.7327, -3.1401], [1.1359, 3.3677, -3.9996], [2.3413, 2.2084, -3.3290], [1.4539, 3.3434, -2.2287], [-1.1572, -3.6509, -3.1761], [-1.1541, -4.3696, -2.3469], [-0.8251, -4.1684, -4.0869], [-2.1876, -3.2957, -3.3372], [1.6120, -2.9170, -3.0833], [2.3324, -2.1188, -3.2965], [1.5821, -3.5974, -3.9478], [1.9478, -3.4942, -2.2160], [1.1188, -1.4310, 1.7886], [0.4824, 2.0723, -0.1523], [-0.7440, 1.5273, 0.1190], [-1.6380, 0.6053, -0.6419], [-1.6032, -0.9665, -0.7345], [-0.3707, -1.8097, -1.0653], [0.9200, -1.3093, -0.3670], [1.4092, -0.0782, -1.0604], [1.7379, 1.1505, -0.2251], [0.5540, -2.9767, 2.8447], [0.7518, 3.1245, 0.1069], [-1.0584, 1.5317, 1.1849], [-1.7200, 1.0261, -1.6513], [-2.6421, 0.7517, -0.1918], [-1.9925, -1.3585, 0.2288], [-2.3890, -1.2306, -1.4526], [-0.5821, -2.8254, -0.6344], [1.6549, -2.1407, -0.4702], [0.5536, 0.2687, -1.7356], [2.2915, -0.3810, -1.6983], [2.1298, 0.8110, 0.7506], [2.5192, 1.7128, -0.7450], [1.4032, -2.9494, 3.5523], [0.5892, -3.8396, 2.1626], [-0.4248, -2.8421, 3.3276], [0.0373, 2.9256, 9.1378], [-0.1498, 2.2749, 7.5668], [-1.3869, 1.7254, 7.2054], [-1.5659, 1.1741, 5.9300], [-0.4762, 1.0952, 5.0425], [0.7379, 1.6715, 5.4059], [0.9193, 2.2307, 6.6620], [-0.5817, 0.3604, 3.7075], [-1.7111, 0.1118, 3.2394], [0.5771, 0.1093, 3.1549], [-2.2387, 1.7658, 7.8912], [-2.5209, 0.7666, 5.6036], [1.5694, 1.6569, 4.7107], [1.8482, 2.6813, 6.9732]]}